1.
A single C5H5BrF2 molecule at a distorted geometry, computed with ωB97M-V/def2-TZVPD.

Positions of all 13 atoms, in Å:
C -0.832 -1.095 1.466
C -0.759 -1.054 0.129
C 0.359 -0.180 -0.412
Br 2.084 -1.225 -0.295
C 0.208 0.866 -1.478
C 0.480 1.216 -0.035
F -0.466 1.902 0.635
F 1.642 1.634 0.376
H -1.416 -1.767 2.031
H -0.164 -0.473 2.037
H -1.226 -1.879 -0.408
H 0.923 0.958 -2.286
H -0.833 1.097 -1.761

Output
Structure (SMILES): C=C[C@@]1(Br)CC1(F)F
Relative energy (zero: lowest compared OMol25 entry of this formula, charge and spin), kJ/mol: 41.7
HOMO, eV: -9.94
HOMO-LUMO gap, eV: 10.2085

=====

2.
A 2-piece molecular cluster, C4HO2 overall at a distorted geometry, computed with ωB97M-V/def2-TZVPD.

Positions of all 7 atoms, in Å:
O -0.403 -0.981 1.321
C -1.283 -1.504 1.797
O -7.015 -1.552 2.556
C -6.039 -2.069 2.747
C -4.573 -2.622 3.076
C -3.429 -2.189 2.619
H -4.596 -3.482 3.770

Output
Net charge: +1
Relative energy (zero: lowest compared OMol25 entry of this formula, charge and spin), kJ/mol: 366.3
HOMO (spin up / spin down), eV: -15.37 / -15.27
HOMO-LUMO gap (spin up / spin down), eV: 7.6705 / 7.6163

=====

3.
C28H30GeO3PPtSTe as an isolated structure at a distorted geometry, computed with ωB97M-V/def2-TZVPD.

Positions of all 66 atoms, in Å:
Pt 0.050 0.115 0.063
O -3.858 -0.881 1.615
S -2.638 -1.103 0.882
O -1.441 -1.304 1.690
O -2.373 -0.137 -0.203
C -2.774 -2.668 0.035
C -3.926 -3.430 0.094
C -3.993 -4.629 -0.601
C -2.907 -5.056 -1.350
C -1.758 -4.279 -1.425
C -1.677 -3.071 -0.742
P -0.135 -2.053 -0.839
C 0.269 -2.141 -2.618
C 1.596 -2.009 -3.024
C 1.917 -1.941 -4.370
C 0.913 -1.970 -5.329
C -0.414 -2.053 -4.933
C -0.735 -2.134 -3.585
C 1.052 -3.245 -0.091
C 1.704 -4.258 -0.792
C 2.619 -5.080 -0.149
C 2.882 -4.906 1.203
C 2.225 -3.910 1.911
C 1.322 -3.077 1.266
H -4.758 -3.069 0.685
H -4.892 -5.230 -0.564
H -2.955 -5.993 -1.890
H -0.928 -4.610 -2.037
H 2.380 -1.948 -2.279
H 2.953 -1.858 -4.673
H 1.163 -1.916 -6.381
H -1.202 -2.051 -5.675
H -1.773 -2.181 -3.279
H 1.511 -4.399 -1.848
H 3.131 -5.855 -0.707
H 3.601 -5.545 1.701
H 2.423 -3.774 2.966
H 0.807 -2.292 1.808
Te 2.401 0.844 -0.697
C 4.168 -0.290 -0.309
C 4.798 -0.220 0.933
C 6.095 -0.687 1.099
C 6.781 -1.241 0.024
C 6.139 -1.373 -1.199
C 4.838 -0.910 -1.361
H 4.277 0.230 1.768
H 6.581 -0.600 2.063
H 7.810 -1.559 0.137
H 6.661 -1.821 -2.036
H 4.348 -1.004 -2.323
C -0.639 4.085 3.144
Ge 0.320 2.520 2.404
C 0.015 1.056 3.671
C 2.222 3.008 2.467
C -0.273 2.085 0.603
H -0.224 4.353 4.119
H -1.696 3.847 3.279
H -0.565 4.953 2.487
H 0.449 1.273 4.650
H 0.447 0.133 3.281
H -1.056 0.885 3.789
H 2.482 3.398 3.455
H 2.450 3.771 1.722
H 2.849 2.143 2.254
H 0.158 2.784 -0.119
H -1.367 2.128 0.546

Output
Net charge: -1
Relative energy (zero: lowest compared OMol25 entry of this formula, charge and spin), kJ/mol: 8.0
HOMO, eV: -4.11
HOMO-LUMO gap, eV: 6.6548

=====

4.
C4H9NO2 as an isolated structure at a distorted geometry, computed with ωB97M-V/def2-TZVPD.

Positions of all 16 atoms, in Å:
C -2.355 0.231 0.908
O -1.207 -0.394 0.418
C -0.621 0.327 -0.619
C 0.598 -0.384 -1.049
N 1.457 -0.509 0.580
C 2.659 -0.146 0.182
O 2.807 0.146 -1.001
H -2.129 1.239 1.289
H -3.127 0.318 0.128
H -2.729 -0.390 1.722
H -0.342 1.351 -0.305
H -1.304 0.429 -1.481
H 0.961 0.097 -1.986
H 0.523 -1.447 -1.232
H 1.295 -0.764 1.575
H 3.513 -0.102 0.872

Output
Relative energy (zero: lowest compared OMol25 entry of this formula, charge and spin), kJ/mol: 372.5
HOMO, eV: -9.42
HOMO-LUMO gap, eV: 10.3563

=====

5.
An isolated ion of composition C4H13N2O and charge +1 at a distorted geometry, computed with ωB97M-V/def2-TZVPD.

Positions of all 20 atoms, in Å:
N 2.029 1.410 0.073
C 1.997 -0.050 0.025
C 0.730 -0.761 0.503
C -0.578 -0.434 -0.236
N -0.658 0.924 -0.860
C -1.893 -0.845 0.496
O -2.927 -0.306 -0.320
H 1.917 1.772 1.014
H 2.867 1.798 -0.368
H 2.855 -0.557 0.514
H 2.080 -0.260 -1.033
H 0.643 -0.730 1.601
H 1.022 -1.789 0.318
H -0.605 -1.181 -1.070
H 0.038 1.485 -0.333
H -1.560 1.347 -0.591
H -0.320 1.007 -1.811
H -1.945 -0.409 1.513
H -1.906 -1.949 0.485
H -3.786 -0.470 0.081

Output
Net charge: +1
Structure (SMILES): NCC[C@H]([NH3+])CO
Relative energy (zero: lowest compared OMol25 entry of this formula, charge and spin), kJ/mol: 169.9
HOMO, eV: -13.79
HOMO-LUMO gap, eV: 10.7063

=====

6.
An isolated ion of composition C5H13N2O and charge -1 at a distorted geometry, computed with ωB97M-V/def2-TZVPD.

Positions of all 21 atoms, in Å:
C -1.195 -1.933 -0.022
C -0.482 -0.556 0.061
C -1.230 0.647 -0.591
C -0.745 0.850 -2.076
N 0.733 1.163 -2.298
N -0.286 -0.085 1.397
C 1.280 0.408 1.570
O 1.921 -0.502 2.226
H -0.371 -2.631 0.338
H -1.511 -2.201 -1.060
H -1.962 -2.017 0.714
H 0.555 -0.647 -0.635
H -2.282 0.433 -0.529
H -0.939 1.627 -0.165
H -1.353 1.694 -2.492
H -0.912 -0.032 -2.699
H 0.996 2.050 -1.946
H 1.222 0.423 -1.825
H -0.553 -0.711 2.157
H 1.122 1.236 2.363
H 1.729 0.746 0.633

Output
Net charge: -1
Structure (SMILES): C[C@@H](CCN)NC[O-]
Relative energy (zero: lowest compared OMol25 entry of this formula, charge and spin), kJ/mol: 208.8
HOMO, eV: -2.46
HOMO-LUMO gap, eV: 6.2906

=====

7.
A 2-piece molecular cluster, C12H17N overall at a distorted geometry, computed with ωB97M-V/def2-TZVPD.

Positions of all 30 atoms, in Å:
C -2.606 0.294 -1.491
C -1.815 -0.818 -0.895
C -1.543 -2.037 -1.439
N -0.729 -2.764 -0.605
C -0.458 -2.019 0.521
C 0.393 -2.274 1.596
C 0.408 -1.339 2.604
C -0.254 -0.109 2.478
C -0.899 0.224 1.300
C -1.060 -0.764 0.330
H -2.647 0.248 -2.575
H -2.301 1.261 -1.104
H -3.663 0.217 -1.203
H -1.958 -2.514 -2.314
H -0.422 -3.704 -0.771
H 1.080 -3.109 1.569
H 0.939 -1.547 3.523
H -0.153 0.641 3.260
H -1.210 1.252 1.159
C 2.511 0.719 -0.251
C 1.586 1.539 -1.121
C 1.049 2.818 -0.415
H 2.799 1.233 0.669
H 2.080 -0.227 0.077
H 3.460 0.540 -0.763
H 1.943 1.865 -2.105
H 0.652 1.043 -1.372
H 0.798 3.595 -1.128
H 0.203 2.536 0.201
H 1.816 3.200 0.263

Output
Structure (SMILES): Cc1c[nH]c2ccccc12.CCC
Relative energy (zero: lowest compared OMol25 entry of this formula, charge and spin), kJ/mol: 55.2
HOMO, eV: -7.81
HOMO-LUMO gap, eV: 8.7335

=====

8.
C15H31NO2P2Pb as an isolated structure at a distorted geometry, computed with ωB97M-V/def2-TZVPD.

Positions of all 52 atoms, in Å:
P -2.661 0.977 1.045
P -1.801 -3.645 -0.650
C -3.041 -0.887 0.355
C -2.202 -2.134 0.646
H -3.263 -0.726 -0.728
H -4.036 -1.003 0.745
H -1.206 -1.822 0.990
H -2.745 -2.729 1.400
C -1.422 -2.854 -2.257
H -0.310 -2.885 -2.245
H -1.817 -1.823 -2.184
H -1.896 -3.467 -3.054
C -3.099 -4.818 -1.123
H -3.754 -4.479 -1.907
H -3.649 -5.126 -0.240
H -2.585 -5.716 -1.453
C -3.658 2.673 0.529
H -3.067 3.469 1.019
H -4.673 2.548 0.920
H -3.736 2.970 -0.541
C -3.446 0.619 2.749
H -4.096 -0.261 2.594
H -4.022 1.523 3.016
H -2.524 0.412 3.318
Pb -3.832 1.098 -2.086
C -4.913 -1.805 -1.458
C -4.633 -1.111 -2.619
C -5.618 -0.233 -3.331
C -6.588 0.349 -2.342
C -5.820 0.896 -1.160
C -6.050 0.351 0.088
C -6.349 -1.079 0.408
C -6.220 -2.001 -0.817
C -0.934 1.557 0.069
H -4.189 -2.544 -1.124
H -3.869 -1.472 -3.312
H -6.215 -0.730 -4.092
H -5.085 0.610 -3.819
H -7.315 1.052 -2.769
H -7.319 -0.392 -1.982
H -5.403 1.927 -1.293
H -6.067 1.063 0.933
H -7.354 -1.248 0.823
H -5.707 -1.410 1.270
H -6.371 -3.033 -0.444
H -7.034 -1.852 -1.537
H -0.530 0.633 -0.372
H -0.623 1.933 1.072
H -0.467 2.351 -0.608
O 2.053 1.773 -4.015
N 1.098 1.554 -3.271
O -0.021 2.085 -3.336

Output
Relative energy (zero: lowest compared OMol25 entry of this formula, charge and spin), kJ/mol: 624.6
HOMO (spin up / spin down), eV: -4.92 / -4.92
HOMO-LUMO gap (spin up / spin down), eV: 3.3839 / 2.8301

=====

9.
C5H9MgO3 as an isolated structure at a distorted geometry, computed with ωB97M-V/def2-TZVPD.

Positions of all 18 atoms, in Å:
H 4.989 -2.054 0.327
O 2.362 -0.624 -0.245
C 3.187 -1.478 -0.562
H 2.835 -2.422 -1.017
H 5.123 -1.544 -1.349
C 4.635 -1.298 -0.393
H 4.890 -0.286 -0.065
C -1.490 0.066 -0.825
O -1.418 -0.818 -1.691
Mg 0.402 -0.517 -0.215
O -2.310 -0.184 0.231
C -3.059 0.726 1.043
C -3.350 2.096 0.475
H -2.507 0.804 1.987
H -3.995 0.190 1.249
H -2.418 2.648 0.294
H -3.935 2.675 1.202
H -3.941 2.021 -0.448

Output
Net charge: +1
Relative energy (zero: lowest compared OMol25 entry of this formula, charge and spin), kJ/mol: 151.2
HOMO, eV: -12.01
HOMO-LUMO gap, eV: 7.1566

=====

10.
C21H56AlN6O6P2 as an isolated structure at a distorted geometry, computed with ωB97M-V/def2-TZVPD.

Positions of all 92 atoms, in Å:
C 6.262 -5.303 -3.451
C 4.919 -4.931 -4.057
O 4.108 -4.326 -3.080
C 2.771 -4.211 -3.571
C 1.942 -3.450 -2.553
O 0.568 -3.543 -2.780
C 0.139 -2.897 -4.012
Al -1.035 -4.248 -5.049
C -2.900 -3.389 -5.134
C -3.669 -3.411 -3.802
O -4.633 -4.478 -3.738
C -4.145 -5.654 -3.295
C -4.715 -6.858 -4.011
O -3.342 -5.780 -2.396
H 6.687 -4.453 -2.923
H 6.098 -6.131 -2.766
H 6.929 -5.583 -4.265
H 4.445 -5.840 -4.448
H 5.027 -4.241 -4.903
H 2.379 -5.225 -3.690
H 2.784 -3.692 -4.533
H 2.263 -2.406 -2.429
H 2.129 -3.937 -1.590
H -0.455 -2.016 -3.732
H 0.970 -2.584 -4.648
H -0.474 -4.466 -6.557
H -1.039 -5.674 -4.290
H -2.726 -2.350 -5.425
H -3.522 -3.856 -5.902
H -3.018 -3.381 -2.928
H -4.253 -2.488 -3.756
H -5.601 -6.535 -4.561
H -3.994 -7.210 -4.743
H -5.040 -7.618 -3.309
O -2.074 1.108 -1.729
P -2.103 0.137 -0.573
N -3.013 1.063 0.579
C -2.468 2.237 1.228
C -4.376 1.309 0.134
N -0.402 0.037 -0.304
C 0.263 0.524 0.877
C 0.448 0.206 -1.478
N -2.347 -1.298 0.311
C -2.892 -1.443 1.645
C -1.695 -2.504 -0.197
H -3.179 2.602 1.974
H -2.243 3.055 0.527
H -1.570 2.003 1.797
H -4.851 0.369 -0.168
H -4.415 1.998 -0.720
H -4.977 1.723 0.947
H 0.358 1.620 0.871
H 1.272 0.107 0.947
H -0.243 0.213 1.793
H 0.612 1.266 -1.717
H 0.010 -0.276 -2.348
H 1.418 -0.268 -1.302
H -2.248 -0.985 2.401
H -2.996 -2.502 1.892
H -3.891 -1.019 1.736
H -0.771 -2.712 0.350
H -1.443 -2.403 -1.252
H -2.351 -3.374 -0.119
O 0.944 3.021 3.872
P 1.557 4.262 4.466
N 0.134 5.154 4.871
C -0.725 5.740 3.860
C -0.659 4.489 5.897
N 2.412 4.794 3.062
C 2.119 5.998 2.321
C 2.870 3.741 2.157
N 2.532 5.259 5.461
C 2.167 6.506 6.103
C 3.965 4.994 5.460
H -1.506 6.328 4.347
H -1.200 4.994 3.209
H -0.188 6.456 3.243
H -0.030 4.229 6.754
H -1.126 3.568 5.526
H -1.443 5.154 6.266
H 1.227 5.886 1.690
H 2.957 6.248 1.665
H 1.991 6.861 2.977
H 2.079 3.412 1.473
H 3.217 2.874 2.715
H 3.713 4.105 1.564
H 1.953 7.293 5.375
H 2.985 6.854 6.739
H 1.308 6.399 6.762
H 4.495 5.695 4.807
H 4.176 3.984 5.112
H 4.382 5.072 6.468

Output
Net charge: -1
HOMO, eV: -4.43
HOMO-LUMO gap, eV: 6.1525

=====

11.
C11H17BHgN6 as an isolated structure at a distorted geometry, computed with ωB97M-V/def2-TZVPD.

Positions of all 36 atoms, in Å:
H 1.016 3.280 0.172
N 0.515 1.761 -1.241
B 0.143 0.388 -3.334
N 0.506 1.709 -2.614
C 0.899 2.908 -3.106
Hg 0.069 0.060 0.348
H 0.952 3.100 -4.163
C 1.172 3.747 -2.036
H 1.498 4.768 -2.061
C 0.921 2.988 -0.880
H 0.252 0.497 -4.508
C -0.718 -1.845 1.154
H -0.750 -1.790 2.248
H -0.059 -2.696 0.854
H -1.714 -1.971 0.731
N -1.319 -0.012 -2.990
N 1.115 -0.714 -2.779
N -1.604 -0.182 -1.661
N 1.201 -0.927 -1.434
C -2.448 -0.237 -3.731
C 1.990 -1.535 -3.426
H -2.497 -0.146 -4.815
H 2.094 -1.517 -4.506
C -3.472 -0.584 -2.839
C 2.631 -2.308 -2.447
C -2.881 -0.538 -1.555
C 2.092 -1.882 -1.234
H -4.499 -0.829 -3.060
H 3.370 -3.060 -2.602
H -3.359 -0.754 -0.595
H 2.313 -2.240 -0.212
H -1.175 -0.221 1.613
C 1.843 0.513 1.603
H 1.983 -0.272 2.361
H 1.677 1.476 2.113
H 2.831 0.586 1.141

Output
HOMO (spin up / spin down), eV: -7.56 / -7.56
HOMO-LUMO gap (spin up / spin down), eV: 6.2324 / 6.2313

=====

12.
A single C22H31N3OS molecule at a distorted geometry, computed with ωB97M-V/def2-TZVPD.

Positions of all 58 atoms, in Å:
C -4.890 -0.844 1.017
C -4.796 0.544 0.456
C -5.864 1.423 0.548
C -5.765 2.706 0.042
C -4.600 3.115 -0.577
C -3.514 2.259 -0.700
C -2.271 2.712 -1.397
C -3.618 0.975 -0.161
N -2.544 0.064 -0.289
C -1.351 0.214 0.351
S -1.081 1.444 1.427
N -0.388 -0.696 0.063
C 0.857 -0.703 0.798
C 1.903 0.240 0.172
N 3.144 0.152 0.895
C 4.004 -0.961 0.556
C 5.395 -0.621 0.001
C 5.387 0.425 -1.115
C 5.464 1.854 -0.582
C 4.190 2.314 0.119
C 3.749 1.403 1.278
C -0.526 -1.668 -1.009
C -1.155 -2.938 -0.529
C -0.614 -4.092 -0.045
C -1.702 -4.920 0.325
C -2.825 -4.210 0.045
O -2.508 -3.008 -0.471
H -4.050 -1.047 1.681
H -4.880 -1.588 0.218
H -5.812 -0.964 1.580
H -6.775 1.101 1.031
H -6.600 3.386 0.128
H -4.527 4.115 -0.981
H -1.527 3.019 -0.661
H -2.483 3.557 -2.046
H -1.839 1.905 -1.987
H -2.824 -0.881 -0.518
H 0.665 -0.369 1.819
H 1.235 -1.726 0.830
H 2.012 -0.004 -0.899
H 1.511 1.255 0.248
H 3.482 -1.577 -0.183
H 4.149 -1.584 1.454
H 6.043 -0.276 0.808
H 5.822 -1.555 -0.375
H 4.492 0.308 -1.729
H 6.253 0.255 -1.761
H 5.667 2.533 -1.415
H 6.306 1.927 0.112
H 3.378 2.373 -0.609
H 4.350 3.320 0.514
H 3.009 1.944 1.878
H 4.601 1.185 1.924
H 0.471 -1.890 -1.393
H -1.122 -1.236 -1.819
H 0.428 -4.329 0.032
H -1.649 -5.905 0.742
H -3.866 -4.434 0.160

Output
Structure (SMILES): Cc1cccc(C)c1NC(=S)N(CCN1CCCCCC1)Cc1ccco1
Relative energy (zero: lowest compared OMol25 entry of this formula, charge and spin), kJ/mol: 68.4
HOMO, eV: -7.84
HOMO-LUMO gap, eV: 8.4741

=====

Calculated total energy / a.u.: -2967.1875; -302.9492; -4514.5809; -362.9437; -344.7022; -382.9843; -522.1992; -1670.3039; -621.4366; -2538.7537; -936.0213; -1494.5970